{"formula": "C20H47NNiO4P3", "method": "ωB97M-V with the def2-TZVPD basis set", "total_charge": 1, "lumo_ev": [-2.0179, -3.7055], "gap_ev": [8.397, 7.279], "spin_multiplicity": 3, "s_squared": 2.02, "elements": ["Ni", "P", "P", "N", "C", "H", "H", "C", "H", "H", "C", "H", "H", "C", "H", "H", "C", "C", "H", "H", "H", "C", "C", "H", "H", "H", "C", "C", "H", "H", "H", "C", "C", "H", "H", "H", "C", "C", "H", "H", "H", "C", "H", "H", "H", "C", "H", "H", "H", "C", "H", "H", "H", "H", "H", "H", "H", "O", "H", "H", "C", "O", "P", "O", "C", "O", "C", "H", "H", "H", "H", "H", "H", "H", "H", "H"], "positions_angstrom": [[0.409847, 0.205260, -0.072582], [0.051554, 0.563320, -2.169746], [1.523267, -0.275163, 1.785016], [1.707390, -1.422199, -0.906898], [0.080938, -1.172318, -2.786539], [-0.891592, -1.593083, -2.486514], [0.131939, -1.214602, -3.883068], [1.192051, -2.020802, -2.177941], [0.789194, -3.024505, -1.966058], [2.035413, -2.168596, -2.874091], [2.005531, -2.471416, 0.126219], [3.101750, -2.561750, 0.229150], [1.634852, -3.451883, -0.216540], [1.314716, -2.090662, 1.424820], [1.680973, -2.705062, 2.257958], [0.227105, -2.247751, 1.322889], [0.787825, -0.180746, 3.484355], [-0.718400, -0.399870, 3.420690], [-1.004237, -1.339081, 2.935931], [-1.216567, 0.402159, 2.862297], [-1.125313, -0.403297, 4.440213], [3.365567, -0.181080, 2.057997], [3.827328, 1.218526, 2.476460], [4.905195, 1.293625, 2.271868], [3.686907, 1.387453, 3.552021], [3.329637, 2.017414, 1.913600], [1.196777, 1.483589, -3.320574], [1.017464, 2.999111, -3.187671], [1.853863, 3.492291, -3.704865], [1.040235, 3.329209, -2.140374], [0.086711, 3.347443, -3.660469], [-1.689000, 1.087415, -2.516092], [-2.005715, 2.404706, -1.804442], [-3.093696, 2.554425, -1.798728], [-1.545563, 3.261778, -2.312476], [-1.666155, 2.396662, -0.759986], [2.785284, 1.033152, -0.647427], [3.889046, -1.246956, 3.031008], [3.361480, -1.219427, 3.995621], [3.814735, -2.261015, 2.617285], [4.951966, -1.049147, 3.226864], [1.165814, 1.040809, -4.787274], [1.839808, 1.694371, -5.359185], [1.523657, 0.011540, -4.915321], [0.166253, 1.126470, -5.232425], [-2.075614, 1.122330, -3.994038], [-3.165867, 1.243998, -4.063447], [-1.625258, 1.975536, -4.519182], [-1.820357, 0.196479, -4.524764], [1.099962, 1.140166, 4.188174], [1.025412, 1.992699, 3.498656], [0.371804, 1.299364, 4.993798], [2.094618, 1.144772, 4.647058], [1.249111, -1.014767, 4.038265], [-2.276901, 0.290197, -2.018598], [3.780069, -0.385685, 1.055739], [2.190395, 1.227608, -2.919230], [3.049985, 2.180263, -0.544705], [2.691754, -0.890135, -1.142532], [3.558010, 0.176675, -1.108369], [-3.737916, 1.742529, 1.444388], [-2.808756, 0.644354, 1.415300], [-2.866214, -0.576266, 0.288317], [-4.461785, -0.877975, 0.221667], [-5.299751, -1.079928, 1.382397], [-2.309711, -1.919309, 1.118517], [-2.840973, -3.236602, 0.888087], [-4.195098, 1.946815, 0.462300], [-4.523458, 1.546230, 2.186641], [-3.169479, 2.628681, 1.752987], [-5.806171, -2.042555, 1.248560], [-4.740974, -1.093889, 2.331469], [-6.041364, -0.276260, 1.406853], [-1.997595, -3.931914, 0.983463], [-3.592996, -3.474357, 1.653585], [-3.280721, -3.349373, -0.116330]], "forces_ev_per_angstrom": [[2.07, 0.25, -0.21], [-1.12, 0.21, -1.44], [-0.14, -1.01, 1.51], [2.03, 0.04, -0.62], [-0.35, -0.05, -0.42], [0.18, 0.17, -0.08], [-0.16, 0.02, 0.30], [0.48, -0.10, 0.10], [0.22, 0.39, -0.01], [-0.36, 0.11, 0.10], [0.26, 0.13, -0.31], [-0.43, -0.03, 0.20], [0.20, 0.39, 0.09], [-0.01, -0.01, 0.34], [-0.17, 0.10, -0.12], [0.34, -0.04, 0.05], [0.24, -0.27, 0.05], [-0.20, -0.04, -0.05], [0.11, 0.18, 0.18], [0.22, -0.16, 0.24], [0.07, -0.02, -0.18], [-0.27, 0.14, -0.21], [0.38, 0.15, -0.03], [-0.25, 0.07, 0.10], [0.05, -0.04, -0.44], [0.08, -0.16, 0.23], [0.02, -0.14, 0.32], [0.22, 0.20, -0.04], [-0.26, -0.07, 0.14], [-0.08, -0.06, -0.23], [0.32, -0.17, 0.17], [0.15, -0.24, -0.29], [-0.19, 0.06, 0.00], [0.20, 0.07, -0.03], [-0.18, -0.21, 0.20], [-0.04, 0.01, -0.17], [0.35, 1.53, 0.09], [0.08, -0.05, -0.07], [0.19, 0.02, -0.28], [0.00, 0.24, 0.16], [-0.24, -0.07, -0.02], [0.01, -0.01, -0.14], [-0.14, -0.18, 0.12], [-0.10, 0.24, -0.01], [0.38, -0.05, 0.13], [-0.42, 0.15, -0.08], [0.21, -0.01, -0.07], [-0.10, -0.24, 0.13], [-0.02, 0.21, 0.12], [0.03, 0.17, 0.20], [0.02, -0.12, 0.18], [0.15, -0.01, -0.16], [-0.29, 0.04, -0.14], [-0.19, 0.25, -0.04], [0.41, 0.40, -0.34], [0.03, -0.02, 0.29], [-0.14, 0.13, -0.22], [0.08, -1.47, -0.30], [-3.47, -2.34, 0.60], [-0.30, 1.50, 0.42], [-0.02, 0.13, -0.05], [0.15, -0.96, -0.29], [-0.80, -0.40, 0.57], [0.28, 0.12, 0.08], [-0.06, -0.17, -0.02], [-0.22, 1.07, 0.01], [0.03, -0.01, -0.05], [0.17, -0.21, 0.31], [0.20, 0.02, -0.25], [-0.16, -0.25, -0.08], [0.07, 0.25, 0.08], [0.00, 0.05, -0.41], [0.12, -0.17, 0.02], [-0.26, 0.15, -0.01], [0.18, 0.07, -0.28], [0.11, 0.14, 0.35]]}



{"formula": "C5H36O13", "method": "ωB97M-V with the def2-TZVPD basis set", "total_charge": -1, "lumo_ev": [2.3182, 2.2318], "gap_ev": [2.245, 9.304], "spin_multiplicity": 2, "s_squared": 0.75, "elements": ["C", "O", "H", "H", "H", "H", "C", "O", "H", "H", "H", "H", "C", "O", "H", "H", "H", "H", "C", "O", "H", "H", "H", "H", "C", "O", "H", "H", "H", "H", "O", "H", "H", "O", "H", "H", "O", "H", "H", "O", "H", "H", "O", "H", "H", "O", "H", "H", "O", "H", "H", "O", "H", "H"], "positions_angstrom": [[-0.871133, -3.234813, -1.993216], [-0.519664, -3.703645, -0.710235], [-1.954277, -3.119315, -2.032563], [-0.350530, -2.361116, -2.385322], [-0.768747, -3.991414, -2.771148], [0.387864, -3.395582, -0.654686], [-0.072748, 0.195071, 0.231151], [-0.825286, 0.428128, -0.885050], [-0.469108, -0.537683, 0.934049], [0.857764, -0.206470, -0.170140], [0.026664, 1.062980, 0.883041], [-0.221684, 0.301256, -1.620695], [-0.059284, -3.748853, 2.851876], [-1.385637, -3.953614, 3.039829], [0.414859, -4.119389, 3.760711], [0.250391, -4.437332, 2.065619], [0.108779, -2.672372, 2.819648], [-1.589339, -3.497664, 3.859721], [-1.532837, 3.234846, -3.520951], [-2.141389, 3.713895, -2.323788], [-0.847583, 4.021214, -3.837424], [-0.985197, 2.311585, -3.331815], [-2.231315, 3.080910, -4.343469], [-1.545034, 4.286819, -1.836216], [2.554748, 3.080453, 0.550919], [3.971043, 2.823763, 0.379321], [2.029865, 2.658387, -0.306085], [2.193520, 2.730926, 1.518104], [2.483624, 4.168129, 0.545942], [4.427259, 3.346561, 1.042773], [-2.257315, 3.253216, 2.331050], [-1.753775, 2.996234, 3.103467], [-2.434652, 2.430284, 1.875457], [1.788257, 0.804259, -2.845117], [2.400649, 0.079798, -2.717189], [2.264265, 1.426650, -3.394910], [4.195592, 0.205849, -0.541268], [3.695271, -0.412574, -0.008856], [4.209001, 1.011412, -0.024424], [-3.294014, 1.630541, -0.527680], [-3.513774, 2.082474, -1.342355], [-2.454134, 1.207762, -0.706807], [-3.395090, -1.002782, 0.159299], [-3.762225, -0.153114, -0.084651], [-2.698521, -1.155482, -0.479225], [-3.155287, 0.308482, 2.592024], [-3.022679, -0.152983, 1.763956], [-4.088798, 0.519863, 2.602155], [2.735745, -1.366840, 1.894739], [2.008407, -1.125787, 2.468421], [3.406608, -1.705938, 2.487348], [2.321443, -3.103569, -0.398375], [2.487523, -2.461264, 0.291613], [2.981916, -3.782151, -0.258573]], "forces_ev_per_angstrom": [[-1.34, -0.95, -0.70], [0.15, 0.73, -0.82], [-0.15, 0.71, 0.27], [0.03, 0.29, 0.52], [0.62, -0.47, -0.10], [0.81, -0.35, 0.87], [1.56, -0.80, 1.86], [-1.71, 0.27, -1.79], [-0.46, -0.49, -0.40], [0.59, 0.25, 1.03], [0.47, 0.44, -0.39], [-0.25, 0.29, -0.38], [1.58, -0.50, 0.93], [-3.25, -0.39, 0.41], [0.91, 0.09, 0.10], [0.36, 0.89, -0.48], [0.84, -0.07, -0.92], [-0.52, -0.04, -0.06], [0.79, 0.79, 0.45], [-0.92, -0.35, -0.36], [0.32, -0.27, -0.42], [0.07, -0.06, -0.06], [-0.41, 0.04, 0.40], [0.11, -0.20, -0.10], [1.07, 0.74, -0.02], [-0.53, -0.17, 0.01], [0.04, -0.13, 0.27], [-0.12, -0.37, -0.18], [-0.62, 0.13, -0.13], [0.12, -0.12, 0.10], [0.10, 0.66, -0.05], [0.07, -0.18, 0.16], [-0.22, -0.47, -0.11], [-0.63, 0.00, -0.07], [0.40, -0.23, 0.35], [0.12, 0.19, -0.04], [0.10, -0.43, -0.80], [-0.15, -0.28, 0.44], [0.03, 0.56, 0.27], [-0.97, 0.02, 0.36], [0.08, 0.41, -0.11], [0.92, -0.09, -0.19], [-0.19, -0.73, 0.40], [-0.20, 0.63, -0.39], [0.36, -0.11, -0.14], [0.24, 0.55, 0.74], [0.05, -0.65, -0.56], [-0.19, 0.06, 0.01], [0.03, 0.07, -1.50], [-0.66, 0.28, 0.58], [0.74, -0.29, 0.67], [-0.42, -0.22, -0.87], [0.06, 0.55, 0.92], [0.16, -0.23, 0.05]]}



Number 1: electronic energy -100085.0029 eV, strongest force on any atom 4.23 eV/A. Number 2: electronic energy -32384.1691 eV, strongest force on any atom 3.29 eV/A.